[1]
The following is a DFT calculation (ωB97M-V/def2-TZVPD) of a 2-piece molecular cluster, C2H4N2OS2 overall.

Structure (ORCA input):
```
! wB97M-V def2-TZVPD RIJCOSX def2/J DEFGRID3
* xyz 0 1
S 2.3972 -0.1522 -0.5435
S -2.6211 -0.2762 -0.5068
O 0.6428 1.8924 0.2057
N -0.0597 0.7381 0.0340
N 0.3063 -1.7455 0.3419
C 0.7398 -0.4668 0.0147
C -1.4412 0.8648 -0.0439
H 1.5766 1.8355 -0.8558
H 1.0337 -2.5920 0.1432
H -0.6895 -1.9320 0.8409
H -1.8848 1.8340 0.3698
*
```

Results
LUMO energy: -0.0362 hartree
Orbital gap: 7.95 eV
ΔE to the lowest compared entry with this formula, charge and spin: 463.2 kJ/mol
HOMO level: -0.3282 Ha

[2]
The following is a DFT calculation (ωB97M-V/def2-TZVPD) of a 2-piece molecular cluster, C2H6O2P overall.

Structure (ORCA input):
```
! wB97M-V def2-TZVPD RIJCOSX def2/J DEFGRID3
* xyz -1 1
P 0.8494 -0.6508 -0.1833
O -3.2495 -0.8038 0.3385
O 0.2818 -2.0215 -0.1069
C 2.1853 -0.3149 0.8124
C -0.2842 0.5858 -0.5204
H -2.8434 -0.0744 0.8136
H 0.1702 1.5501 -0.7136
H -0.9999 0.2878 -1.2816
H 2.6894 0.6177 0.6008
H -2.4876 -1.2838 -0.0132
H 2.8335 -1.1600 1.0081
*
```

Results
LUMO energy: 0.1593 hartree
Orbital gap: 7.30 eV
ΔE to the lowest compared entry with this formula, charge and spin: 250.3 kJ/mol
HOMO level: -0.1089 Ha

[3]
The following is a DFT calculation (ωB97M-V/def2-TZVPD) of one molecule with the formula C25H17ClO.

Structure (ORCA input):
```
! wB97M-V def2-TZVPD RIJCOSX def2/J DEFGRID3
* xyz 0 1
Cl 5.6271 -3.0297 -0.0090
O 0.0164 -1.2963 0.0842
C 0.5443 1.8903 0.7342
C 1.0426 2.5802 2.9670
C -0.4845 0.7135 2.5928
C 1.2439 2.7322 1.5956
C 1.2321 2.5860 -1.6779
C -0.6295 0.5844 -2.4614
C 2.4174 -0.6480 0.0062
C -0.6667 -0.0556 0.0770
C 0.1565 1.6173 3.4576
C 0.0240 1.3782 -3.4187
C -2.1268 -0.4776 0.0720
C -2.4981 -1.4010 -0.8985
C -3.8267 -1.8247 -0.9834
C -0.2287 0.8343 1.2370
C 0.9810 2.3287 -3.0285
C 3.7396 -1.1023 -0.0143
C 1.6385 -2.9399 -0.0305
C -4.3844 -0.4361 0.9248
C -3.0596 0.0088 0.9875
C 0.5234 1.8485 -0.7359
C 4.0081 -2.4771 -0.0257
C 1.3624 -1.5656 0.0021
C -4.7672 -1.3402 -0.0661
C 2.9502 -3.3982 -0.0543
C -0.2861 0.7697 -1.1414
H -4.1024 -2.5245 -1.7733
H 3.1602 -4.4622 -0.0826
H 0.8118 -3.6455 -0.0370
H -2.7443 0.7230 1.7461
H 1.5081 2.9105 -3.7812
H 1.9382 3.4436 1.1620
H -1.7470 -1.8055 -1.5842
H -0.0247 1.5364 4.5284
H -5.0998 -0.0500 1.6501
H -1.3966 -0.1393 -2.7362
H 4.5534 -0.3762 -0.0076
H 1.9435 3.3310 -1.3134
H -0.2221 1.2509 -4.4723
H -5.8027 -1.6625 -0.1364
H -1.1826 -0.0410 2.9617
H 1.5990 3.2082 3.6557
H 2.2587 0.4235 0.0279
*
```

Results
LUMO energy: 0.0109 hartree
Orbital gap: 8.57 eV
SMILES string: Clc1ccc(OC2(c3ccccc3)c3ccccc3-c3ccccc32)cc1
HOMO level: -0.3042 Ha

[4]
The following is a DFT calculation (ωB97M-V/def2-TZVPD) of C3H3N2 as an isolated structure.

Structure (ORCA input):
```
! wB97M-V def2-TZVPD RIJCOSX def2/J DEFGRID3
* xyz 1 1
N 0.4643 -0.4964 -0.7910
N -0.6575 0.2172 1.1465
C -0.2738 -0.9446 1.3041
C 0.6269 -1.2823 0.3140
C -0.0268 0.6926 -0.5721
H -0.9230 1.0058 1.7795
H -0.0713 1.3582 -1.4477
H 0.8613 -0.5505 -1.7333
*
```

Results
LUMO energy (alpha / beta): -0.2735 / -0.2909 hartree
Orbital gap (alpha / beta): 7.74 / 7.18 eV
ΔE to the lowest compared entry with this formula, charge and spin: 522.5 kJ/mol
HOMO level (alpha / beta): -0.5581 / -0.5549 Ha

[5]
The following is a DFT calculation (ωB97M-V/def2-TZVPD) of a 7-piece molecular cluster, C27H38BF18INO13 overall.

Structure (ORCA input):
```
! wB97M-V def2-TZVPD RIJCOSX def2/J DEFGRID3
* xyz -1 1
I 1.1751 -2.9233 -3.2226
F -5.9584 1.8792 9.2838
F -2.4433 10.8397 0.2507
F 14.6137 4.6590 -5.3052
F 9.0508 -0.4938 -5.8874
F 8.8991 -2.6128 -6.3057
F -5.2939 1.2304 7.3253
F -5.6188 -6.7191 2.0838
F 8.0241 -1.1788 -7.6637
F -4.1621 10.8758 -1.0681
F -2.9751 1.8382 -0.0477
F -5.0119 2.1905 -0.6953
F -7.4011 1.5130 7.7120
F -2.1672 11.0966 -1.8771
F 16.2436 3.5116 -4.4554
F 14.7817 4.4452 -3.1612
F -3.8140 -5.5343 1.9347
F -3.9168 3.7432 0.3496
F -5.7488 -4.5784 1.7750
O 13.6363 2.0286 -3.3775
O -6.2009 -6.3033 -0.4894
O -3.2666 8.3280 -0.0722
O 7.1130 -2.0348 -4.4150
O -5.6105 2.6591 2.0839
O -7.4394 -0.9169 8.8513
O 14.0280 2.0777 -5.6034
O -5.1804 -0.8785 8.9237
O 5.9052 -1.0117 -6.0350
O -2.4194 8.4416 -2.1657
O -4.0598 -5.6243 -0.7318
O -4.2660 0.8444 2.0997
O 1.2483 -3.1878 0.0965
N -0.9058 -2.2916 0.7864
C 5.9587 -2.1361 -3.5245
C -5.2436 -3.2055 8.1944
C 14.0978 2.5225 -4.3624
C 6.9099 -1.4783 -5.5888
C 13.2885 0.8437 -5.8003
C -4.1160 2.4127 0.2750
C -2.8104 8.9353 -1.1506
C 8.2409 -1.4509 -6.3812
C -5.0176 -5.8704 -0.0677
C -5.7248 -7.7948 -2.3639
C -5.3829 2.5745 4.5167
C -5.0425 -5.6762 1.4669
C 14.9436 3.8184 -4.3205
C -0.4393 -2.5637 -1.7870
C -1.9113 -3.3235 1.0252
C 5.1185 -3.3435 -3.8466
C -1.5146 -0.9666 0.6474
C -5.1322 -2.2591 9.3665
C -2.8879 10.4692 -0.9544
C -6.3155 -6.4754 -1.9226
C 11.8034 1.0987 -5.8935
C -1.9376 6.2962 0.2277
C -4.6572 1.8610 1.6153
C -6.2560 1.0930 8.2409
C -6.3823 -0.3785 8.7063
C -3.2896 6.8754 -0.1121
C -6.2259 2.2126 3.3162
B 0.0121 -2.7075 -0.3621
H 1.2924 -2.9714 1.0337
H 4.3170 -3.4311 -3.1131
H -1.5974 6.6633 1.1966
H -5.1270 -4.2319 8.5428
H -2.6016 -1.0098 0.7784
H -1.1223 -0.2680 1.4002
H -5.8307 -5.6349 -2.4175
H -5.9072 2.2901 5.4233
H 11.5899 1.8186 -6.6838
H -7.1925 2.7110 3.3366
H -1.5144 -4.3066 0.7576
H 13.6850 0.4437 -6.7306
H -1.2173 -3.2507 -2.1232
H -4.1694 -2.3454 9.8639
H -1.1921 6.5613 -0.5212
H -7.3853 -6.4290 -2.1141
H 5.7232 -4.2515 -3.8228
H -4.6523 -7.8199 -2.1775
H -5.8909 -7.9302 -3.4330
H -2.2073 -3.3739 2.0832
H -4.4242 2.0586 4.4890
H 6.4041 -2.2078 -2.5352
H -4.0391 6.6013 0.6262
H -1.3126 -0.5482 -0.3422
H -2.8196 -3.1689 0.4214
H 4.6596 -3.2553 -4.8309
H 13.5327 0.1558 -4.9918
H -5.9239 -2.4199 10.0972
H -6.2149 -3.1147 7.7101
H 11.2897 0.1669 -6.1233
H 5.3827 -1.2140 -3.5839
H -2.0084 5.2111 0.2709
H 11.4118 1.4867 -4.9542
H -6.1940 -8.6218 -1.8301
H -5.1984 3.6492 4.5414
H -3.6353 6.5532 -1.0933
H -6.3887 1.1371 3.2534
H -4.4665 -2.9985 7.4591
*
```

Results
LUMO energy: 0.0645 hartree
Orbital gap: 4.43 eV
HOMO level: -0.0984 Ha

[6]
The following is a DFT calculation (ωB97M-V/def2-TZVPD) of a 5-piece molecular cluster, C30H25N5O10 overall.

Structure (ORCA input):
```
! wB97M-V def2-TZVPD RIJCOSX def2/J DEFGRID3
* xyz 0 1
O -8.3234 2.9111 0.1902
O -7.5443 5.5267 -9.1628
O -7.1017 -11.2168 -4.8008
O -8.6748 1.5076 1.8371
O -5.3252 -12.1252 -5.7223
O -2.2066 -2.6940 -4.7073
O -3.6796 -4.2014 -4.7944
O 1.6016 -1.0468 -1.8962
O -6.1878 4.1880 -10.2192
O 0.9278 -0.8556 0.1659
N -6.2738 -11.3282 -5.7132
N -6.6088 5.3225 -9.9096
N -3.2254 -3.1723 -5.1936
N -8.0831 1.9146 0.8152
N 1.1685 -0.4019 -0.9561
C -6.8881 1.1049 0.4001
C 0.6254 0.9094 -1.2780
C -6.0264 6.5481 -10.5551
C -5.1353 -2.8803 -8.3535
C -5.9825 8.8754 -11.0536
C -6.4228 -10.4252 -6.8890
C -4.8667 0.8602 -0.9550
C -6.5184 -0.1150 1.0614
C -6.6436 7.8255 -10.3580
C -4.4987 -0.2977 -0.2601
C -4.8502 8.6863 -11.8197
C -6.1191 -10.0181 -9.3025
C -5.1895 -1.4849 -8.5611
C -5.3652 -0.7368 0.7362
C -0.2269 2.5603 -2.8679
C 0.5949 1.7604 -0.2017
C -7.1356 -9.2528 -6.7590
C -4.5489 -0.6789 -7.6659
C -7.2584 -8.4145 -7.8613
C -6.8292 -8.8583 -9.1298
C -3.8526 -1.1993 -6.5664
C -6.0663 1.5768 -0.6756
C 0.0972 1.2278 -2.5665
C 0.2189 3.0837 -0.4870
C -5.9098 -10.8220 -8.1947
C -0.2717 3.4528 -1.7744
C -4.8946 6.3990 -11.3745
C -3.8448 -2.5888 -6.3844
C -4.5070 -3.4452 -7.2655
C -4.3442 7.4392 -12.0672
H -5.1428 -1.6678 1.2366
H -7.1546 -8.2185 -9.9368
H -5.7260 -1.2095 -9.4570
H 0.0852 0.5444 -3.4027
H -5.3607 -11.7518 -8.1722
H 0.9525 1.4868 0.7800
H -4.5567 -4.5138 -7.1171
H -5.7133 -10.2876 -10.2663
H -3.4081 7.3450 -12.5975
H -7.5161 8.0548 -9.7641
H -4.3264 9.5683 -12.1575
H -0.6237 4.4369 -2.0464
H -4.2976 1.2294 -1.7953
H -7.0915 -0.4693 1.9055
H -6.3498 2.4550 -1.2366
H -4.4146 5.4414 -11.5126
H -7.7876 -7.4738 -7.8236
H -6.3207 9.8893 -10.8988
H -3.6371 -0.9318 -0.4088
H -5.7220 -3.4608 -9.0500
H -7.4965 -8.9455 -5.7886
H -0.4676 2.8911 -3.8674
H 0.2468 3.8126 0.3094
H -3.2957 -0.5812 -5.8779
H -4.6401 0.3911 -7.7804
*
```

Results
LUMO energy: -0.0293 hartree
Orbital gap: 9.19 eV
SMILES string: O=[N+]([O-])c1ccccc1.O=[N+]([O-])c1ccccc1.O=[N+]([O-])c1ccccc1.O=[N+]([O-])c1ccccc1.O=[N+]([O-])c1ccccc1
ΔE to the lowest compared entry with this formula, charge and spin: 242.0 kJ/mol
HOMO level: -0.3669 Ha

| no. | calculated total energy (Eh) |
| --- | --- |
| 1 | -1059.56683 |
| 2 | -571.63636 |
| 3 | -1498.30167 |
| 4 | -225.05882 |
| 5 | -4204.80828 |
| 6 | -2183.83315 |